56
Properties=species:S:1:pos:R:3 method="wB97M-V/def2-TZVPD" total_charge=0 homo_ev=-7.7 relative_energy_ev=17.1363 e_tot_ev=-39171.2247 largest_force_ev_per_a=18.90 gap_ev=8.2792
P 0.2830 -0.5833 -0.4796
O 0.3726 -1.2102 1.1053
O 1.3555 0.3425 -0.7413
O 0.3946 -1.7177 -1.6818
N -2.3281 -0.8364 -0.4766
C 3.6061 -3.2635 1.2172
C 3.1456 -0.8965 2.1450
C -1.2690 2.4542 3.1299
C -3.7151 -0.7775 -0.8079
C -5.8538 -1.8240 -1.2643
C -1.8289 0.5718 1.9052
C -0.7542 3.0141 1.8681
C -4.4445 -1.8060 -1.0188
C -6.4621 -0.5204 -1.0954
C 3.2781 2.3038 -3.1325
C -1.3617 0.0952 -0.3632
C 1.7571 0.9129 -1.9370
C 2.6822 -2.1290 1.1666
C -1.0506 2.3586 0.6672
C -5.6091 0.8370 -0.7093
C 4.2215 0.8417 -1.3059
C -1.4670 0.8518 0.8230
C 1.2572 -2.5091 1.2599
C -4.2643 0.5015 -0.7093
C 3.0510 1.5687 -1.9875
C -1.6948 1.1172 3.1857
H -1.3806 0.7004 -1.2187
H 3.0858 -4.0190 0.7017
H 4.2038 -0.6041 1.7226
H 4.1050 0.4954 -0.4493
H 4.1664 2.8346 -2.9577
H -4.1487 -2.7421 -0.9173
H 3.4277 1.6481 -4.0720
H -1.3017 3.2173 3.9262
H 3.0783 -1.3434 3.0955
H 4.5206 -3.1900 1.0815
H -0.3522 4.1532 1.7271
H 3.2929 -3.7282 2.3925
H -2.1472 0.9075 4.0386
H -6.1231 1.6522 -0.6152
H 5.2466 1.4019 -1.3125
H 2.9272 2.6253 -0.8730
H 1.7281 0.1816 -2.6806
H -0.5392 2.6198 -0.1052
H 4.3755 0.0074 -2.1375
H -3.7046 1.3733 0.0149
H -2.0600 -1.8555 -0.7610
H 0.8845 -2.7109 2.3300
H 2.4794 3.0873 -3.5813
H -7.6055 -0.2092 -1.1660
H 0.8694 1.7949 -2.3251
H 2.5053 -0.0539 2.1193
H -6.3469 -2.6313 -1.3587
H 0.9677 -2.9557 0.4538
H 2.8999 -1.8870 0.0672
H -2.3558 -0.4674 2.0975


23
Properties=species:S:1:pos:R:3 method="wB97M-V/def2-TZVPD" total_charge=+1 homo_ev=-13.0 relative_energy_ev=0.6693 e_tot_ev=-20247.6867 largest_force_ev_per_a=1.81 gap_ev=9.9407
S -2.1503 1.3475 -1.8552
O -1.2369 -2.4620 -0.6970
N 1.5113 -0.2262 0.8498
N 0.7758 0.9061 -1.4806
C -1.3319 0.8320 -0.2665
C 0.0671 1.4535 -0.2982
C 0.9447 -1.2413 1.7203
C 0.9351 1.1125 0.9357
H 1.7429 1.8288 0.9664
H -0.0846 2.5325 -0.3307
H 0.3127 1.1981 1.8231
H 1.7483 1.2140 -1.5402
H 2.5146 -0.1955 0.9003
H -1.9096 1.3039 0.4697
H 0.4008 1.1087 -2.4014
H 0.7847 -0.1193 -1.4044
H 0.1948 -0.8692 2.3904
H -3.0923 0.4145 -1.8150
H -1.3446 -0.2365 -0.1443
H 0.4518 -2.0375 1.1564
H -2.1379 -2.8042 -0.7903
H -0.7827 -3.3016 -0.5081
H 1.6861 -1.7588 2.3197


21
Properties=species:S:1:pos:R:3 method="wB97M-V/def2-TZVPD" total_charge=+1 homo_ev=-14.8 relative_energy_ev=1.3926 e_tot_ev=-8942.6154 largest_force_ev_per_a=1.95 gap_ev=10.2458
O 2.1546 1.1423 -2.0343
N -0.6518 1.0654 -0.9447
C -0.9979 -0.1386 -0.1585
C -0.1976 -0.1520 1.1129
C -1.3694 2.0976 -1.0614
C -0.3887 -1.4907 1.8665
C 0.7061 -2.4948 1.5462
H -2.0782 -0.2470 -0.1225
H -2.3574 2.0575 -0.6221
H 0.8684 0.0074 0.9902
H -0.5346 -1.2777 2.9232
H 0.1703 1.0372 -1.5691
H 0.5961 -3.4160 2.1031
H -0.6367 -0.9586 -0.7911
H -0.9519 2.9413 -1.5877
H 1.6389 -2.0731 1.8835
H -0.5151 0.6141 1.8198
H 2.7336 0.9187 -1.2972
H 2.7184 1.6265 -2.6507
H 0.8640 -2.5955 0.4701
H -1.3553 -1.9168 1.5970


7
Properties=species:S:1:pos:R:3 method="wB97M-V/def2-TZVPD" total_charge=0 homo_ev="-9.4 / -9.4" relative_energy_ev=9.3352 e_tot_ev=-6662.3289 largest_force_ev_per_a=8.29 gap_ev="8.0402 / 7.9139"
O 0.9097 -1.1380 -1.1822
O 1.9983 0.6617 0.4260
N 0.5090 -0.4748 -0.2843
C -0.6599 0.1171 0.1189
H -1.3183 0.0043 -0.7519
H -0.9725 -0.3654 1.0321
H -0.4664 1.1950 0.6414


77
Properties=species:S:1:pos:R:3 method="wB97M-V/def2-TZVPD" total_charge=0 homo_ev=-10.0 relative_energy_ev=4.2217 e_tot_ev=-75867.8374 largest_force_ev_per_a=5.28 gap_ev=9.2151
Ba 0.9994 -37.8992 -32.5161
P -0.8990 -40.0204 -29.6887
F 0.2907 -30.6570 -24.4898
F 5.2555 -31.5337 -31.2960
F 0.9372 -29.0764 -25.8721
F -1.2228 -29.4298 -25.5068
F 5.1617 -31.3276 -29.1609
F 3.2795 -31.1964 -30.2723
O -1.8906 -41.2970 -29.9469
O -4.1227 -37.1332 -29.0578
O -1.4588 -39.3441 -28.3493
O -0.5651 -30.5621 -28.0230
O -4.5498 -35.2029 -28.2173
O 0.4620 -40.7049 -29.0865
O -0.6994 -32.3496 -33.4695
O 0.2729 -32.1676 -26.6704
O -0.7953 -39.0053 -30.8141
O -2.1374 -33.0409 -34.9590
O 5.3822 -34.0332 -30.1126
O 3.8977 -34.4784 -33.0050
O 2.2017 -35.5128 -33.8694
O 3.1773 -33.6816 -29.6977
N -3.9005 -35.9480 -28.9251
N -1.6854 -33.0204 -33.7928
N 2.7496 -34.5570 -33.3300
C 0.5395 -41.6643 -27.9967
C 0.1381 -33.2522 -27.6302
C 3.5059 -35.6473 -28.1767
C -2.2377 -33.9929 -32.7473
C 4.4067 -33.2735 -30.0687
C 0.2041 -34.5697 -26.8850
C -0.0546 -30.9262 -26.9504
C 4.4948 -31.7933 -30.1732
C -0.9313 -38.0866 -27.9195
C -3.0333 -35.2423 -29.8879
C 1.8995 -33.3635 -33.0005
C 0.0006 -30.0064 -25.6681
C -3.2782 -40.9433 -30.1710
C 2.9057 -35.0727 -29.4659
B 0.0025 -35.6918 -31.1539
B 3.2994 -38.6259 -31.1505
H -0.2807 -34.8124 -30.5965
H 0.8581 -33.2590 -28.4485
H -0.2108 -37.6791 -28.6287
H 4.5949 -35.6032 -28.1848
H 1.4082 -41.6298 -27.3394
H -0.3625 -41.7212 -27.3874
H 0.5209 -42.6095 -28.5394
H 2.4858 -32.4458 -32.9544
H 0.3423 -35.4118 -27.5632
H -3.3236 -33.9019 -32.7207
H -0.4914 -38.1266 -26.9230
H -0.7725 -34.7184 -26.4242
H -3.7824 -41.6736 -30.8040
H 3.4528 -38.1727 -32.1176
H 3.0670 -35.0959 -27.3451
H -3.8088 -41.0188 -29.2218
H 4.2894 -38.8056 -30.7609
H 1.4193 -33.5038 -32.0320
H 1.8190 -35.1132 -29.3924
H 3.2468 -35.6486 -30.3262
H 2.7613 -37.9805 -30.4736
H 0.4360 -35.3760 -32.0901
H -1.7184 -37.3521 -27.7486
H 0.7687 -36.2877 -30.6826
H -0.8472 -33.2374 -28.0960
H -2.0634 -35.0131 -33.0892
H 1.2332 -33.2889 -33.8598
H -2.5251 -36.0821 -30.3618
H 2.8091 -39.5802 -31.2653
H -2.4246 -34.5278 -29.3337
H 3.1583 -36.6766 -28.0873
H -1.8195 -33.7696 -31.7658
H -3.3886 -39.9407 -30.5840
H -3.6168 -34.7418 -30.6606
H -0.8310 -36.3214 -31.4239
H 1.0170 -34.5121 -26.1612


18
Properties=species:S:1:pos:R:3 method="wB97M-V/def2-TZVPD" smiles=CCNCCN total_charge=0 homo_ev=-8.7 relative_energy_ev=1.4984 e_tot_ev=-7321.5304 largest_force_ev_per_a=3.98 gap_ev=9.7836
N 1.5927 1.3043 0.9582
N -0.7658 0.0023 0.2983
C -0.1779 -1.3297 -0.0416
C -1.3345 -2.3904 -0.1211
C -0.3568 1.0972 -0.6259
C 1.1524 1.4709 -0.4189
H -1.9615 -2.1988 0.7464
H -0.8690 1.9405 -0.1873
H 1.5148 2.4002 -0.8221
H -0.6631 0.9109 -1.6392
H -1.7906 -0.2190 0.1704
H -1.8648 -2.2264 -1.0945
H 0.4406 -1.7473 0.6391
H 1.6334 2.1920 1.4114
H -0.9355 -3.4029 -0.1280
H 1.0955 0.5789 1.5270
H 0.2896 -1.2809 -1.0068
H 1.6233 0.8192 -1.1674